No. 1
Below is one molecule with the formula C19H19N3O4S at a distorted geometry, with properties calculated with wB97M-V/def2-TZVPD.

As for the structure (SMILES): COc1cccc(-n2c(COc3ccccc3C)nnc2SCC(=O)O)c1. The HOMO-LUMO gap comes out at 9.029 eV. The calculation puts the energy above the lowest of the compared OMol25 structures with the same formula, charge and spin at 171.2 kJ/mol.

The geometry in ORCA input format:
```
! wB97M-V def2-TZVPD RIJCOSX def2/J DEFGRID3
* xyz 0 1
C -0.37396 2.63185 4.19254
O -0.12771 2.09867 2.91244
C -0.92800 1.10146 2.45459
C -1.98922 0.54058 3.15794
C -2.73853 -0.47486 2.58647
C -2.44356 -0.95551 1.32640
C -1.37733 -0.39510 0.63217
N -1.06241 -0.88311 -0.65450
C 0.03200 -1.59695 -1.07414
C 1.14035 -2.04828 -0.18437
O 1.79907 -1.01399 0.50418
C 2.58326 -0.13345 -0.20339
C 2.73536 -0.15200 -1.58214
C 3.54954 0.78506 -2.19922
C 4.21184 1.73701 -1.44986
C 4.05954 1.74910 -0.07270
C 3.25308 0.82639 0.57029
C 3.08001 0.84101 2.05769
N -0.08640 -1.88900 -2.33717
N -1.24262 -1.38212 -2.78771
C -1.82495 -0.78751 -1.78119
S -3.36267 0.00558 -1.84263
C -3.76943 -0.48782 -3.54131
C -3.58250 -1.98413 -3.70309
O -3.82382 -2.80509 -2.86309
O -3.17693 -2.27595 -4.93497
C -0.62979 0.63165 1.17530
H 0.37707 3.40678 4.33639
H -1.37099 3.07826 4.25590
H -0.26278 1.87140 4.97178
H -2.24349 0.88690 4.14677
H -3.56312 -0.89807 3.13929
H -3.02283 -1.74806 0.87941
H 1.83672 -2.64223 -0.78925
H 0.72479 -2.68109 0.60884
H 2.22203 -0.88190 -2.18747
H 3.65797 0.76171 -3.27306
H 4.84508 2.46710 -1.93089
H 4.57815 2.49046 0.51823
H 2.11862 1.28087 2.32126
H 3.09634 -0.17443 2.44736
H 3.86824 1.42299 2.52879
H -4.81538 -0.22176 -3.69519
H -3.13192 0.04464 -4.24466
H -3.00258 -3.22655 -5.02027
H 0.18385 1.07947 0.62823
*
```


No. 2
Below is one molecule with the formula C19H19N3O5 at a distorted geometry, with properties calculated with wB97M-V/def2-TZVPD.

As for the structure (SMILES): COC(=O)CNC(=O)c1ncc(-c2cccc(NC(=O)C3CC3)c2)cc1O. The HOMO-LUMO gap comes out at 8.511 eV. The calculation puts the energy above the lowest of the compared OMol25 structures with the same formula, charge and spin at 333.9 kJ/mol.

The geometry in ORCA input format:
```
! wB97M-V def2-TZVPD RIJCOSX def2/J DEFGRID3
* xyz 0 1
C 3.98575 -0.04943 6.96335
O 3.26396 0.57912 5.94934
C 3.48021 1.87022 5.78525
O 4.09869 2.56459 6.64703
C 3.12986 2.54198 4.45221
N 2.47003 1.62688 3.47973
C 3.17168 1.09325 2.44577
O 4.39856 0.86518 2.57858
C 2.41691 0.54119 1.27778
N 1.02369 0.58154 1.31114
C 0.30513 -0.04935 0.34541
C 0.83467 -0.55043 -0.78102
C 0.05578 -1.22466 -1.82147
C 0.48271 -2.44135 -2.32763
C -0.19876 -3.10581 -3.33693
C -1.32414 -2.46170 -3.86056
C -1.86525 -1.29078 -3.29496
N -3.09185 -0.87288 -3.69535
C -3.83255 0.27272 -3.42567
O -3.59811 1.02210 -2.48299
C -5.25499 0.40061 -4.08842
C -6.53414 -0.08692 -3.44704
C -6.29126 1.43418 -3.71202
C -1.14930 -0.72275 -2.25525
C 2.25174 -0.53218 -0.96549
C 2.99562 -0.06003 0.15527
O 4.29778 -0.43313 0.13447
H 4.07618 0.61351 7.84282
H 4.97217 -0.18645 6.62014
H 3.45457 -0.92573 7.16946
H 4.00169 2.96136 4.03900
H 2.39863 3.33393 4.66931
H 1.46937 1.33958 3.52412
H -0.80104 0.05044 0.56290
H 1.45576 -2.90808 -1.89768
H 0.30436 -3.95794 -3.86087
H -2.07973 -2.83407 -4.61224
H -3.33765 -1.23984 -4.56636
H -5.07514 0.25510 -5.14393
H -6.36815 -0.54289 -2.41144
H -7.16304 -0.70241 -4.08276
H -6.73516 1.90646 -4.52673
H -6.08851 2.16230 -2.85525
H -1.62537 0.18229 -1.82386
H 3.02820 -0.76188 -1.73251
H 4.59046 -0.25784 1.05534
*
```


No. 3
Below is one molecule with the formula C19H19N3O6S2, with properties calculated with wB97M-V/def2-TZVPD.

As for the structure (SMILES): COCCn1/c(=N/C(=O)[C@H]2COc3ccccc3O2)sc2cc(S(N)(=O)=O)ccc21. The HOMO-LUMO gap comes out at 8.526 eV.

The geometry in ORCA input format:
```
! wB97M-V def2-TZVPD RIJCOSX def2/J DEFGRID3
* xyz 0 1
C -1.52790 -4.19111 1.49192
O -0.64941 -3.92646 0.42490
C -0.14974 -2.61283 0.44497
C 0.60368 -2.37296 -0.86799
N 1.08188 -1.01288 -0.94156
C 0.21655 -0.02329 -1.23224
N -1.02174 -0.25739 -1.53969
C -1.79093 0.85052 -1.68781
O -1.35281 1.98828 -1.62897
C -3.27361 0.53455 -1.88130
C -3.66584 -0.64341 -0.98023
O -3.34546 -0.34189 0.35825
C -3.69251 0.93930 0.72520
C -3.66938 1.26134 2.07581
C -4.04164 2.52297 2.49768
C -4.44965 3.47143 1.57355
C -4.45605 3.16792 0.22611
C -4.06665 1.90876 -0.20975
O -4.06291 1.65224 -1.56036
S 0.92722 1.56977 -1.11802
C 2.44716 0.82262 -0.64459
C 3.64177 1.44994 -0.33367
C 4.70909 0.65888 0.03272
S 6.27292 1.43318 0.39381
N 6.94483 1.48688 -1.14889
O 7.06956 0.54636 1.18886
O 6.05054 2.77753 0.83425
C 4.61465 -0.72155 0.10605
C 3.42530 -1.35586 -0.19842
C 2.33793 -0.57673 -0.58398
H -2.38466 -3.50744 1.47540
H -1.87175 -5.21467 1.36134
H -1.01879 -4.09615 2.45851
H 0.52536 -2.46780 1.30489
H -0.97395 -1.88845 0.52441
H 1.44003 -3.06541 -0.95507
H -0.08846 -2.53901 -1.69581
H -3.46125 0.30362 -2.93466
H -4.74581 -0.81989 -1.08126
H -3.10930 -1.54289 -1.24256
H -3.36153 0.50107 2.77652
H -4.01938 2.76217 3.54967
H -4.75152 4.45401 1.90149
H -4.74845 3.89345 -0.51554
H 3.74591 2.52167 -0.35761
H 7.05867 2.43243 -1.47611
H 7.80924 0.97297 -1.19953
H 5.48279 -1.27707 0.42038
H 3.34594 -2.42872 -0.13106
*
```


No. 4
Below is C19H19N3Pt as an isolated structure at a distorted geometry, with properties calculated with wB97M-V/def2-TZVPD.

The expectation value of S² is 2.0162. The HOMO-LUMO gap (spin up / spin down) comes out at 8.678 / 6.174 eV.

The geometry in ORCA input format:
```
! wB97M-V def2-TZVPD RIJCOSX def2/J DEFGRID3
* xyz 2 3
Pt -0.72799 0.07360 0.43015
C -0.48229 0.55470 4.13245
C -1.29259 0.53780 2.88535
C -1.78299 1.73650 2.32885
C -2.75149 1.72800 1.31575
C -3.24009 0.52020 0.80965
C -2.67749 -0.69450 1.25455
C -1.70449 -0.68430 2.29365
H 0.11301 1.45910 4.22015
H 0.15571 -0.32050 4.22375
H -1.16799 0.54240 4.98365
H -1.49279 2.68160 2.76635
H -3.18659 2.66310 0.99195
H -4.07679 0.51750 0.12485
H -3.10999 -1.63630 0.93105
H -1.40559 -1.62410 2.74825
N 1.39961 0.91230 0.40255
C 2.21481 -0.27670 0.52405
C 1.63481 -1.50100 0.19245
C 2.37361 -2.66810 0.23905
C 3.71831 -2.59990 0.59415
C 4.28581 -1.38950 0.96635
C 3.54131 -0.22310 0.93175
H 1.64751 1.58760 1.13265
H 1.59721 1.36450 -0.49575
H 0.56151 -1.50260 -0.11345
H 1.93441 -3.61810 -0.02815
H 4.31691 -3.49760 0.58295
H 5.31541 -1.35390 1.28415
H 3.98461 0.71760 1.22075
N -0.56279 0.61190 -7.05475
C -0.66219 0.59710 -5.91755
C -0.76529 0.54950 -4.49795
C -1.01919 -0.66700 -3.86125
C -1.07339 -0.68930 -2.48045
N -0.87909 0.40290 -1.73735
C -0.67489 1.57410 -2.34155
C -0.60989 1.69770 -3.71865
H -1.16129 -1.57300 -4.43165
H -1.28479 -1.61450 -1.95595
H -0.56809 2.44340 -1.70375
H -0.43459 2.66110 -4.17325
*
```


No. 5
Below is C19H19N5O3S2 as an isolated structure at a distorted geometry, with properties calculated with wB97M-V/def2-TZVPD.

The HOMO-LUMO gap comes out at 7.728 eV. The calculation puts the energy above the lowest of the compared OMol25 structures with the same formula, charge and spin at 1718.9 kJ/mol.

The geometry in ORCA input format:
```
! wB97M-V def2-TZVPD RIJCOSX def2/J DEFGRID3
* xyz 0 1
C -4.24209 -0.82957 1.64635
H -4.81097 -1.54483 2.26685
O -3.72055 0.09383 2.44929
C -2.51091 -0.41663 3.02144
C -1.52927 0.79726 3.18251
N -0.70781 1.13504 2.12502
C 0.39352 0.47223 1.51176
N 0.45949 1.01525 0.33265
N -0.24268 2.10882 0.25903
C -1.02324 2.25990 1.36723
C -1.96486 3.07872 1.69335
C -1.79083 4.45060 1.18887
O -2.82292 5.48577 1.52400
C -3.70515 4.43337 2.32222
C -3.29553 3.22494 2.15653
H -3.57772 2.33275 2.63943
H -4.52051 5.07733 2.59307
C -0.50534 5.28354 0.61052
H -0.26702 5.93841 1.32845
H 0.18609 4.44850 0.36290
H -0.99844 5.78240 -0.36388
S 0.98168 -1.23831 2.14047
C 1.27765 -1.82421 0.50211
C 0.16307 -2.00247 -0.28011
O -1.33682 -1.99426 -0.04295
N 0.14045 -2.19101 -1.66841
C 1.42947 -2.25880 -2.47905
N 2.43891 -2.55692 -1.84826
C 3.63118 -2.69384 -2.85800
C 4.90755 -2.71415 -2.60418
C 5.60564 -3.10523 -3.71245
C 5.11439 -3.18612 -5.13070
C 3.79893 -3.11739 -5.20403
C 3.02878 -2.75862 -4.26301
S 1.29485 -2.65707 -4.20405
H 3.33957 -3.37152 -6.10969
H 5.70618 -3.37629 -5.93760
H 6.94013 -3.09980 -3.38111
H 5.25229 -2.68170 -1.63952
H -0.56637 -2.45416 -2.20335
H 2.02911 -0.89281 0.05609
H 2.03553 -2.80192 0.66761
H -1.89499 1.46654 3.75143
H -0.61672 0.34150 3.97084
H -2.81522 -1.06815 3.87011
H -2.05402 -1.08658 2.44930
H -3.58373 -1.19202 0.85584
H -5.05075 -0.11229 1.08507
*
```